1.
Below is a gas-phase ion, C19H39BrN (charge -1) at a distorted geometry, with properties calculated with ωB97M-V/def2-TZVPD.

The frontier orbital gap comes out at 5.65 eV. As for the charge: -1. The LUMO energy comes out at 0.10788 Eh. The value obtained for the energy above the lowest of the compared OMol25 structures with the same formula, charge and spin is 59.8 kJ/mol.

```
60
Properties=species:S:1:pos:R:3:mulliken_charge:R:1
Br 1.97 1.54 -3.34 -0.50
N 4.08 0.85 -1.36 -0.81
C -0.15 1.50 2.12 0.81
C 2.49 -0.99 -0.76 -0.68
C -3.30 -1.25 -0.74 -0.65
C -2.21 1.04 -0.38 0.42
C 1.13 -1.58 1.36 0.89
C -2.09 -3.24 -1.86 -0.31
C 3.61 3.29 -1.61 -0.59
C -1.34 2.38 1.66 -1.25
C -2.76 -4.45 -2.53 -1.25
C 3.73 1.86 -2.19 -0.33
C 3.10 0.39 -0.41 0.33
C 1.56 -0.85 2.64 -0.68
C 2.29 3.70 -0.95 -0.66
C -2.86 -1.92 -2.05 -0.73
C -3.44 0.28 -0.89 -1.19
C 2.34 -1.90 0.46 -1.17
C -2.49 1.62 1.01 -0.70
C -0.57 0.55 3.23 -0.50
C 0.45 -0.55 3.63 -1.14
H -3.84 -4.30 -2.63 0.35
H -4.30 0.58 -0.30 0.44
H 3.84 4.00 -2.40 0.31
H 0.67 -2.53 1.66 0.51
H 2.27 1.09 -0.22 -0.23
H 3.24 -1.85 1.06 0.44
H 2.24 -2.93 0.12 0.35
H 0.93 -0.29 4.58 0.35
H -2.81 0.78 1.63 0.32
H 2.44 3.90 0.12 0.24
H 4.50 1.90 -2.97 0.50
H -2.61 -5.36 -1.95 0.33
H 1.48 -0.85 -1.18 0.11
H -1.72 2.96 2.49 0.40
H 4.41 3.36 -0.87 0.31
H -4.28 -1.66 -0.47 0.34
H 1.52 2.94 -1.02 -0.06
H -3.36 2.27 0.93 0.37
H 3.07 -1.47 -1.54 0.52
H 0.38 -1.00 0.83 -0.80
H -3.74 -2.09 -2.67 0.41
H 2.11 0.04 2.35 0.08
H -0.95 3.08 0.91 0.35
H -2.25 -1.19 -2.59 0.38
H 0.61 2.19 2.48 0.45
H 3.60 0.25 0.55 0.22
H -2.58 -1.47 0.04 0.33
H -1.51 0.06 2.98 0.18
H -1.08 -3.15 -2.26 0.23
H 2.27 -1.50 3.15 0.56
H -1.98 -3.43 -0.80 0.31
H -2.35 -4.62 -3.52 0.32
H 1.89 4.63 -1.37 0.44
H -3.63 0.52 -1.94 0.45
H 0.21 0.96 1.25 -0.78
H -0.77 1.14 4.13 0.37
H -1.97 1.85 -1.06 0.36
H -0.13 -1.46 3.82 0.34
H -1.34 0.39 -0.35 -0.42
```

---

2.
Below is a molecular structure, C19H39Cl34O6PS2 at a distorted geometry, with properties calculated with ωB97M-V/def2-TZVPD.

The frontier orbital gap comes out at 9.41 eV. The LUMO energy comes out at 0.00748 Eh.

```
101
Properties=species:S:1:pos:R:3:mulliken_charge:R:1
Cl -5.93 4.07 3.37 -0.20
Cl -3.59 7.40 -0.39 -0.16
Cl -4.69 0.70 7.08 -0.04
Cl -6.91 -3.95 -0.17 -0.09
Cl 6.76 2.08 5.67 -0.13
Cl -3.09 -0.93 4.35 -0.03
Cl -6.77 -6.82 -0.71 -0.17
Cl 4.72 -2.58 -11.20 -0.17
Cl 4.90 -6.77 -12.46 -0.15
Cl -3.14 3.28 3.92 -0.07
Cl 0.75 -2.29 5.57 -0.15
Cl -0.10 3.20 2.91 -0.10
Cl 2.80 -7.18 -10.46 -0.16
Cl 6.31 -1.18 -3.02 -0.12
Cl 1.75 5.42 3.39 -0.19
Cl 5.66 0.03 -10.28 -0.17
Cl -10.24 -5.71 2.37 -0.14
Cl -0.19 -2.75 1.17 -0.22
Cl -5.90 -0.30 3.82 -0.18
Cl 7.49 1.52 -3.05 -0.10
Cl 5.48 1.86 -5.59 -0.07
Cl 7.80 -0.42 3.19 -0.18
Cl 7.28 0.31 0.40 -0.10
Cl -11.17 -4.47 -0.11 -0.15
Cl -3.94 -2.72 0.98 -0.13
Cl -0.58 6.15 -0.72 -0.15
Cl 0.84 -5.19 5.10 -0.18
Cl 3.63 0.59 -7.47 -0.17
Cl -6.45 -0.31 9.18 -0.16
Cl -3.74 -4.41 3.37 -0.17
Cl -2.84 6.29 2.18 -0.05
Cl 0.25 4.07 -2.58 -0.14
Cl 9.40 1.71 6.90 -0.15
Cl -0.28 0.13 1.72 -0.02
S 0.23 0.07 -1.84 0.98
S 5.13 2.85 -1.33 -0.35
P 3.44 2.38 -0.53 0.94
O -0.79 1.07 -1.77 -0.52
O 1.36 0.50 -0.74 -0.14
O -0.20 -1.26 -1.68 -0.60
O 1.15 0.27 -3.14 -0.26
O 2.62 3.74 -0.20 -0.52
O 3.63 1.65 0.87 -0.39
C 5.36 -1.65 -9.84 -0.18
C 2.48 0.66 -2.70 -0.26
C -4.85 2.88 4.12 0.32
C -3.82 7.51 1.36 -0.35
C 5.00 1.70 -7.28 -0.25
C -7.74 -5.35 -0.87 -0.02
C -1.11 4.79 -1.70 -0.24
C 2.16 1.43 -1.47 1.24
C 0.76 4.57 2.20 1.10
C -1.13 -1.27 1.02 0.24
C 6.78 0.50 2.08 -0.26
C 7.77 -0.22 -2.85 -0.30
C -0.10 -3.70 4.91 0.41
C -4.76 -1.51 4.43 -0.12
C 3.55 -6.04 -11.58 0.04
C 7.74 1.10 6.76 -0.23
C -11.15 -4.38 1.66 -0.23
C -5.86 1.12 8.33 -0.37
C -3.97 -4.38 1.62 -0.17
H 7.78 0.09 6.38 0.21
H -3.52 8.49 1.69 0.29
H 6.30 -2.10 -9.53 0.32
H -2.07 -1.40 1.55 -0.30
H 6.85 1.55 2.34 0.29
H 8.48 -0.55 -3.60 0.34
H -4.86 7.32 1.59 0.27
H -10.69 -3.44 1.95 0.24
H -5.00 -1.73 5.46 0.44
H 2.76 1.59 1.32 0.30
H 4.64 -1.68 -9.04 0.19
H -1.54 4.04 -1.05 0.18
H 5.76 0.16 2.17 0.21
H 1.74 3.72 -0.64 0.18
H 8.17 -0.39 -1.86 0.21
H -4.93 -4.82 1.38 0.19
H 0.03 5.27 1.79 -0.20
H -7.92 -5.16 -1.92 0.30
H -1.32 -1.07 -0.03 0.32
H -0.26 -3.53 3.85 -0.23
H 7.28 1.12 7.74 0.31
H 1.41 4.20 1.41 -0.52
H 2.81 -5.70 -12.29 0.28
H -6.70 1.62 7.87 0.27
H -8.68 -5.49 -0.34 -0.02
H -4.86 -2.40 3.81 -0.14
H 3.04 1.18 -3.49 0.29
H -5.00 1.92 3.64 -0.20
H 3.93 -5.20 -11.01 0.00
H -1.04 -3.81 5.42 0.17
H 1.51 2.24 -1.85 -1.38
H -1.84 5.14 -2.42 0.42
H 3.05 -0.27 -2.50 0.25
H 4.71 2.67 -7.65 0.32
H 5.84 1.31 -7.84 0.17
H -5.38 1.78 9.05 0.32
H -5.07 2.82 5.18 0.13
H -12.17 -4.42 2.02 0.29
H -3.16 -4.93 1.15 0.31
```

---

3.
Below is 5 unconnected molecules or ions with the total composition C19H39FN2O7S at a distorted geometry, with properties calculated with ωB97M-V/def2-TZVPD.

The frontier orbital gap comes out at 9.65 eV. The LUMO energy comes out at 0.01386 Eh.

```
69
Properties=species:S:1:pos:R:3:mulliken_charge:R:1
S 0.15 2.00 1.10 1.08
F 1.61 1.65 1.49 -0.20
O 3.01 1.55 -1.92 -0.27
O -0.64 1.61 2.22 -0.63
O 0.07 3.37 0.75 -0.60
O 1.43 -3.10 5.74 -0.33
O -0.85 -2.15 1.57 -0.42
O -3.59 0.48 -5.50 -0.42
O -3.13 2.96 -2.11 -0.61
N -3.09 1.34 -0.52 -0.54
N -0.22 1.00 -0.13 -0.03
C -0.02 1.56 -1.50 -0.42
C -1.30 1.47 -2.33 -0.84
C -2.43 -2.23 3.34 -0.76
C -2.01 -1.48 2.08 -0.06
C -5.32 1.90 -4.74 -0.31
C -4.91 2.33 -6.15 -0.59
C 4.22 0.94 -1.47 -0.53
C 4.80 2.97 -2.55 -0.60
C 3.31 2.69 -2.73 -0.43
C 5.34 1.56 -2.29 -0.58
C 2.05 -4.38 5.82 -0.41
C -2.56 1.98 -1.66 0.39
C -0.37 -3.07 2.55 -0.42
C -4.76 0.49 -4.67 -0.42
C -1.09 -2.74 3.85 -0.21
C 3.76 -2.76 5.99 -0.53
C -3.55 1.67 -6.29 -0.36
C 3.52 -4.18 5.48 -0.55
C 2.44 -2.08 5.65 -0.37
H 3.91 -2.77 7.07 0.26
H -4.48 0.19 -3.66 0.23
H 2.68 3.53 -2.43 0.28
H 3.08 2.44 -3.77 0.30
H -0.56 -1.95 4.38 0.09
H -6.39 1.94 -4.55 0.38
H 2.19 -1.27 6.34 0.30
H -3.09 -3.06 3.08 0.30
H -4.82 2.54 -4.00 0.08
H -1.73 -0.45 2.31 0.06
H 1.93 -4.76 6.84 0.28
H 4.17 -4.92 5.93 0.34
H 0.72 -2.98 2.63 0.17
H 0.35 0.16 -0.04 0.36
H -5.47 -0.24 -5.07 0.31
H 0.72 0.94 -1.98 0.32
H -5.61 1.92 -6.88 0.27
H -3.31 1.41 -7.32 0.28
H -4.87 3.41 -6.28 0.35
H 4.15 -0.14 -1.60 0.31
H 6.30 1.56 -1.77 0.33
H -2.76 2.31 -5.90 0.22
H 4.95 3.60 -1.67 0.27
H 0.39 2.56 -1.49 0.38
H 1.55 -5.07 5.13 0.25
H 4.61 -2.26 5.53 0.32
H -2.94 1.96 0.27 0.29
H 4.34 1.16 -0.40 0.28
H -2.96 -1.59 4.05 0.36
H -1.42 0.46 -2.69 0.44
H 3.66 -4.21 4.39 0.27
H -2.79 -1.47 1.32 0.27
H -1.17 -3.60 4.51 0.38
H 5.24 3.46 -3.41 0.35
H 5.46 1.03 -3.23 0.27
H 2.44 -1.69 4.63 0.18
H -2.57 0.49 -0.31 0.24
H -1.17 2.09 -3.21 0.31
H -0.60 -4.09 2.21 0.26
```

---

4.
Below is 2 unconnected molecules or ions with the total composition C19H39IN3O3, with properties calculated with ωB97M-V/def2-TZVPD.

The frontier orbital gap comes out at 8.40 eV. As for the charge: +1. The LUMO energy comes out at -0.15344 Eh.

```
65
Properties=species:S:1:pos:R:3:mulliken_charge:R:1
I 2.42 4.58 -0.09 0.30
O -0.21 -4.36 7.09 -0.34
O -0.44 -2.22 7.17 -0.34
O 0.62 -3.13 5.39 -0.57
N 1.51 2.90 0.57 -0.66
N 1.33 0.82 1.61 -0.35
N 3.33 1.38 0.68 0.22
C 4.40 0.32 -1.36 -1.16
C -1.18 -0.32 -4.27 -0.83
C 1.87 -0.01 -1.96 0.50
C 2.05 1.74 0.90 0.62
C -3.93 2.44 -3.99 -0.63
C 3.29 -0.59 -1.92 -0.52
C -1.25 -0.64 5.50 -1.06
C 0.33 -0.15 -4.06 -0.74
C -5.22 2.67 -3.17 -0.36
C -5.83 1.43 -2.51 -1.16
C -1.94 0.98 -4.58 -0.81
C -0.26 -0.91 6.61 -0.21
C -3.34 1.03 -3.98 -0.55
C 0.24 -5.55 6.42 -0.62
C 0.91 -0.87 -2.82 -1.01
C 3.99 1.60 -0.63 -0.67
C 0.04 -3.23 6.45 0.80
C 3.56 0.18 1.52 -0.68
C 2.16 -0.38 1.81 -0.33
H 4.26 -0.52 1.08 0.30
H -1.08 -1.32 4.66 0.28
H 2.11 -0.69 2.84 0.38
H -0.31 -5.70 5.50 0.29
H -1.36 1.84 -4.22 0.40
H 3.29 2.16 -1.25 0.32
H 1.30 -5.48 6.20 0.29
H 4.87 2.23 -0.48 0.36
H -6.86 1.63 -2.19 0.38
H 1.47 0.05 -0.95 -0.70
H -1.35 -1.04 -5.07 0.39
H 5.04 0.67 -2.17 0.43
H 0.86 -0.51 -4.94 0.34
H -5.28 1.12 -1.62 0.29
H -4.11 2.73 -5.03 0.27
H -2.02 1.10 -5.67 0.32
H -5.87 0.58 -3.19 0.30
H -5.98 3.12 -3.81 0.31
H 4.00 0.52 2.46 0.46
H -3.15 3.13 -3.63 0.32
H 0.54 3.02 0.81 0.28
H 1.43 -1.77 -3.13 0.48
H -2.27 -0.77 5.85 0.33
H 1.85 -1.19 1.16 0.24
H 5.07 -0.25 -0.72 0.30
H 0.77 -0.82 6.26 0.29
H -3.31 0.64 -2.95 0.40
H 0.40 0.67 1.23 0.33
H 3.27 -1.53 -1.36 0.31
H 3.56 -0.86 -2.94 0.47
H 0.05 -6.36 7.12 0.22
H -4.00 0.37 -4.54 0.28
H -1.62 -0.77 -3.37 0.41
H 0.56 0.92 -3.99 0.44
H 1.89 1.00 -2.36 0.30
H -0.40 -0.24 7.45 0.29
H 0.08 -1.21 -2.19 0.48
H -5.02 3.40 -2.39 0.24
H -1.14 0.39 5.15 0.34
```

---

5.
Below is a molecular structure, C19H39O3P3W at a distorted geometry, with properties calculated with ωB97M-V/def2-TZVPD.

The frontier orbital gap (alpha / beta) comes out at 6.64 / 5.40 eV. As for the charge: +4. The LUMO energy (alpha / beta) comes out at -0.53976 / -0.58470 Eh. As for the spin multiplicity: 3.

```
65
Properties=species:S:1:pos:R:3:mulliken_charge:R:1
W -0.17 0.48 -1.60 1.16
P 3.17 -0.34 0.30 0.76
P -2.48 -2.02 0.30 0.56
P -0.88 2.94 -0.69 0.76
O 0.74 -1.99 2.57 -0.37
O 1.11 1.03 1.26 -0.08
O -1.79 0.40 1.13 -0.14
C 3.61 -0.63 2.00 -1.00
C 0.04 4.22 -1.61 -1.25
C -1.35 -3.33 -0.13 -0.97
C 0.68 1.30 -3.29 -0.83
C -1.49 0.19 -3.16 -0.59
C 1.32 0.09 -2.97 -0.54
C -2.63 3.21 -1.12 -1.18
C -1.55 -0.35 0.17 0.27
C -3.14 -2.23 1.94 -0.89
C 0.56 -1.08 -2.78 -1.33
C 1.10 -0.76 4.58 -1.37
C 3.15 -1.88 -0.60 -1.23
C 0.10 -1.55 3.77 0.05
C -3.77 -1.82 -0.91 -1.21
C -0.84 -1.02 -2.86 -0.88
C 4.15 0.90 -0.52 -1.21
C -0.77 3.48 1.03 -1.17
C -0.72 1.35 -3.38 -1.29
C 1.40 0.42 0.22 0.17
H -4.57 -2.55 -0.71 0.49
H -2.57 0.24 -3.22 0.51
H 2.40 0.06 -2.89 1.24
H -1.32 2.77 1.66 0.28
H -0.33 5.21 -1.36 0.50
H 2.01 -1.34 4.76 0.38
H -2.86 2.78 -2.11 0.30
H 4.11 1.84 0.05 0.43
H -0.27 -2.41 4.34 0.44
H 3.04 -1.71 -1.68 0.37
H 1.37 0.16 4.06 0.20
H -0.76 -0.91 3.51 0.19
H 0.28 3.48 1.35 0.36
H -1.19 4.49 1.15 0.54
H -0.66 -3.57 0.69 0.36
H -0.04 4.07 -2.69 0.36
H 4.65 -0.99 2.04 0.50
H -4.19 -0.81 -0.84 0.48
H 0.67 -0.49 5.55 0.42
H 2.93 -1.38 2.43 0.29
H -2.85 4.28 -1.14 0.50
H 4.10 -2.39 -0.42 0.54
H -3.39 -1.98 -1.93 0.33
H -3.25 2.71 -0.38 0.33
H 0.13 -2.57 2.08 0.09
H 5.19 0.55 -0.57 0.47
H -1.22 2.28 -3.62 0.93
H -2.35 -2.42 2.68 0.27
H 2.32 -2.51 -0.24 0.33
H 1.04 -2.01 -2.53 0.58
H -1.95 -4.23 -0.35 0.49
H 1.28 2.19 -3.45 0.56
H -0.77 -3.07 -1.03 0.27
H -3.83 -3.09 1.94 0.46
H 3.78 1.09 -1.53 0.40
H 3.53 0.30 2.57 0.43
H -3.70 -1.33 2.24 0.48
H 1.10 4.15 -1.34 0.35
H -1.43 -1.92 -2.70 1.36
```

---

6.
Below is 6 unconnected molecules or ions with the total composition C19H40FNO18S, with properties calculated with ωB97M-V/def2-TZVPD.

The frontier orbital gap comes out at 9.87 eV. The LUMO energy comes out at 0.00567 Eh.

```
80
Properties=species:S:1:pos:R:3:mulliken_charge:R:1
S 2.69 -0.52 2.73 1.09
F 2.97 0.98 2.34 -0.21
O 2.03 1.84 -5.55 -0.56
O 1.82 -0.47 3.84 -0.48
O -0.76 -3.20 5.95 -0.55
O 4.71 5.66 -1.38 -0.32
O 5.14 3.75 -0.47 -0.33
O 3.96 -1.15 2.80 -0.63
O -4.19 2.32 -4.39 -0.30
O -2.21 -0.03 2.79 -0.42
O -2.14 -4.65 -2.48 -0.58
O 0.47 0.41 -4.76 -0.13
O -0.74 -3.93 8.09 -0.35
O 1.13 -3.33 7.18 -0.34
O 3.72 5.16 0.58 -0.55
O -5.23 1.23 -2.71 -0.55
O -3.65 0.27 -4.00 -0.26
O -1.22 -2.60 -2.69 -0.04
O -2.54 -2.96 -1.03 -0.18
O 2.48 0.31 -3.96 -0.25
N 1.92 -1.08 1.41 -0.30
C -2.02 0.63 4.03 -0.61
C 3.83 0.79 -3.93 -0.65
C 0.92 -0.21 0.73 -0.70
C -0.54 -3.05 -3.87 -0.66
C -0.49 1.00 -5.64 -0.58
C -4.44 1.26 -3.61 0.72
C -0.10 0.43 1.65 -0.53
C -2.15 -4.12 8.00 -0.62
C -4.97 3.48 -4.08 -0.65
C 4.04 6.92 -1.37 -0.64
C 1.69 0.94 -4.83 0.66
C -3.78 -0.94 -3.24 -0.58
C -1.03 -0.61 2.29 -0.08
C 4.95 2.82 0.61 -0.59
C -1.99 -3.52 -2.10 0.63
C -3.37 -3.83 -0.25 -0.82
C 4.45 4.89 -0.33 0.79
C 1.86 -2.83 6.05 -0.50
C -0.17 -3.46 6.97 0.80
H -4.22 -4.19 -0.83 0.36
H 1.77 -3.51 5.21 0.28
H 1.43 0.54 0.12 0.28
H 4.34 0.18 -3.19 0.20
H 2.69 -1.30 0.78 0.31
H -2.46 -4.49 8.97 0.21
H -2.40 -4.84 7.22 0.29
H 3.85 1.84 -3.64 0.30
H -3.72 -3.24 0.58 0.22
H 4.30 0.66 -4.90 0.31
H 0.34 1.09 2.40 0.34
H -3.51 -0.77 -2.20 0.36
H -0.52 -1.19 3.07 0.22
H -6.03 3.26 -4.20 0.30
H -2.65 -3.17 7.79 0.29
H -4.66 4.24 -4.79 0.21
H -1.56 1.62 3.89 0.27
H -1.40 0.04 4.70 0.22
H 3.91 2.54 0.69 0.20
H -4.79 -1.34 -3.31 0.35
H -0.74 1.05 1.02 0.42
H -3.08 -1.64 -3.69 0.05
H -0.61 2.06 -5.42 0.30
H 2.90 -2.78 6.37 0.29
H 5.56 1.96 0.36 0.30
H -2.80 -4.68 0.11 0.34
H 0.13 -3.88 -3.63 0.33
H 0.38 -0.86 0.05 0.39
H -1.25 -3.36 -4.63 0.33
H 5.29 3.25 1.55 0.33
H 1.51 -1.85 5.78 0.20
H 4.34 7.43 -2.28 0.21
H 4.32 7.50 -0.49 0.30
H -1.42 0.48 -5.46 0.07
H -1.34 -1.31 1.51 0.10
H 0.04 -2.20 -4.21 0.11
H -4.78 3.81 -3.06 0.30
H -3.01 0.78 4.46 0.27
H 2.96 6.78 -1.37 0.30
H -0.18 0.88 -6.68 0.35
```

---

Q: What is the formula in the sixth record?
A: C19H40FNO18S